No. 1
ORCA calculation (wB97M-V/def2-TZVPD) on a 17-piece molecular cluster, C102H85F17 overall in a non-equilibrium geometry.

Summary:
HOMO energy   -9.0 eV
E_LUMO   0.484 eV

Each line ends with the Mulliken charge.
Element x y z (Å)
F: -3.247 2.442 -6.180  -0.36
C: -3.644 2.270 -4.895  0.53
C: -5.004 2.333 -4.570  -0.86
C: -5.362 2.033 -3.249  -0.61
C: -4.399 1.699 -2.323  -0.98
C: -3.107 1.719 -2.699  1.20
C: -2.720 1.921 -3.985  -0.82
H: -5.735 2.600 -5.354  0.41
H: -6.372 1.896 -2.956  0.45
H: -4.625 1.371 -1.320  0.65
H: -2.374 1.453 -1.907  -0.13
H: -1.742 1.590 -4.269  0.58
F: 5.383 6.564 2.111  -0.38
C: 4.986 5.366 1.553  0.15
C: 4.356 5.445 0.327  -0.67
C: 3.826 4.295 -0.241  -0.20
C: 3.869 3.080 0.453  -0.36
C: 4.463 3.047 1.745  -0.09
C: 5.053 4.150 2.240  -0.56
H: 4.294 6.431 -0.139  0.46
H: 3.409 4.275 -1.218  0.54
H: 3.435 2.170 0.025  0.40
H: 4.444 2.131 2.357  0.32
H: 5.565 4.155 3.227  0.38
F: 1.274 0.299 3.489  -0.06
C: 2.505 0.492 4.044  -0.18
C: 2.637 1.575 4.866  0.27
C: 3.846 1.812 5.487  -0.59
C: 4.942 0.975 5.205  -0.58
C: 4.775 -0.150 4.423  -0.76
C: 3.548 -0.339 3.747  -0.06
H: 1.684 2.037 5.201  0.46
H: 4.001 2.641 6.280  0.26
H: 5.901 1.158 5.697  0.44
H: 5.640 -0.781 4.311  0.46
H: 3.421 -1.173 3.098  0.32
F: 1.240 2.247 -3.924  -0.18
C: 2.436 2.806 -3.921  0.59
C: 2.430 4.085 -4.338  -0.32
C: 3.634 4.789 -4.281  -0.48
C: 4.769 4.109 -3.996  -0.60
C: 4.758 2.771 -3.591  -0.63
C: 3.565 2.022 -3.629  -0.46
H: 1.475 4.483 -4.681  0.44
H: 3.853 5.842 -4.442  0.39
H: 5.775 4.638 -4.003  0.30
H: 5.702 2.198 -3.508  0.39
H: 3.566 0.970 -3.408  0.53
F: -4.032 -7.607 -2.411  -0.39
C: -3.318 -6.534 -2.789  0.53
C: -2.895 -5.708 -1.733  -0.77
C: -2.033 -4.739 -2.064  -0.22
C: -1.580 -4.503 -3.366  0.23
C: -2.133 -5.258 -4.402  -0.49
C: -2.991 -6.316 -4.076  -1.29
H: -3.198 -5.920 -0.747  0.69
H: -1.662 -4.102 -1.255  0.12
H: -0.812 -3.838 -3.557  0.64
H: -1.934 -5.021 -5.415  0.82
H: -3.296 -7.093 -4.856  0.25
F: 2.348 -8.392 -4.851  -0.34
C: 2.143 -7.290 -5.541  0.28
C: 2.902 -7.130 -6.678  -0.69
C: 2.725 -5.970 -7.410  -0.65
C: 1.794 -5.029 -6.993  -0.56
C: 1.015 -5.199 -5.879  0.21
C: 1.277 -6.357 -5.072  -0.56
H: 3.561 -7.808 -6.940  0.65
H: 3.283 -5.825 -8.293  0.43
H: 1.666 -4.159 -7.644  0.34
H: 0.237 -4.525 -5.667  0.27
H: 0.700 -6.530 -4.179  0.59
F: 4.986 0.325 -0.473  -0.16
C: 4.694 -0.872 0.056  0.11
C: 5.736 -1.467 0.671  -0.76
C: 5.472 -2.567 1.487  -0.29
C: 4.182 -3.147 1.437  -0.30
C: 3.236 -2.644 0.604  -0.65
C: 3.482 -1.463 -0.042  -0.31
H: 6.650 -1.033 0.700  0.61
H: 6.257 -2.956 2.225  0.35
H: 3.885 -3.866 2.175  0.50
H: 2.224 -3.022 0.649  0.07
H: 2.706 -1.007 -0.611  0.82
F: -2.094 3.272 0.989  0.18
C: -3.430 3.525 1.126  0.45
C: -3.835 4.791 0.777  -0.54
C: -5.197 5.158 0.892  -0.61
C: -6.135 4.197 1.324  -0.84
C: -5.639 2.896 1.618  -0.52
C: -4.335 2.499 1.440  -0.02
H: -3.131 5.453 0.286  0.47
H: -5.523 6.102 0.442  0.37
H: -7.161 4.395 1.458  0.49
H: -6.374 2.132 1.953  0.35
H: -4.038 1.478 1.594  0.24
F: -6.140 -5.163 -4.250  -0.37
C: -5.419 -4.027 -4.374  -0.23
C: -5.122 -3.234 -3.205  -0.21
C: -4.342 -2.103 -3.206  -0.67
C: -3.751 -1.702 -4.425  0.21
C: -4.017 -2.495 -5.501  -0.70
C: -4.749 -3.669 -5.480  -0.30
H: -5.455 -3.631 -2.274  0.57
H: -4.065 -1.482 -2.362  0.51
H: -3.200 -0.753 -4.511  0.37
H: -3.473 -2.217 -6.392  0.36
H: -4.879 -4.261 -6.388  0.43
F: -3.813 2.570 7.511  -0.35
C: -3.137 2.517 6.334  0.37
C: -3.001 3.625 5.530  -1.02
C: -2.146 3.534 4.432  -0.43
C: -1.637 2.332 4.036  0.18
C: -1.926 1.153 4.763  -0.42
C: -2.615 1.218 5.943  -0.36
H: -3.585 4.470 5.814  0.51
H: -2.061 4.426 3.843  0.62
H: -1.012 2.263 3.180  0.20
H: -1.330 0.268 4.441  0.46
H: -2.765 0.297 6.586  0.37
F: -0.540 -1.614 6.739  -0.19
C: 0.526 -2.239 7.203  0.51
C: 0.300 -3.285 8.049  -0.65
C: 1.353 -3.798 8.742  -0.32
C: 2.674 -3.341 8.516  -0.86
C: 2.854 -2.266 7.690  -0.31
C: 1.785 -1.697 6.952  -0.37
H: -0.717 -3.637 8.261  0.41
H: 1.209 -4.591 9.509  0.33
H: 3.512 -3.755 9.053  0.44
H: 3.912 -1.954 7.548  0.31
H: 1.926 -0.896 6.259  0.71
F: -4.866 -5.277 1.509  -0.43
C: -4.268 -4.193 2.123  0.61
C: -4.731 -2.986 1.764  -0.40
C: -4.183 -1.877 2.322  -0.61
C: -3.168 -1.979 3.320  -0.78
C: -2.863 -3.238 3.820  -0.31
C: -3.408 -4.398 3.200  -0.71
H: -5.485 -2.867 1.025  0.52
H: -4.464 -0.916 2.002  0.59
H: -2.748 -1.064 3.749  0.60
H: -2.146 -3.344 4.665  0.37
H: -2.920 -5.348 3.369  0.42
F: -0.317 -1.952 -2.351  -0.17
C: -0.261 -0.851 -1.548  0.73
C: -1.011 -0.879 -0.387  -0.91
C: -0.695 0.224 0.436  -0.74
C: 0.165 1.253 0.094  -0.10
C: 0.817 1.224 -1.118  -0.02
C: 0.621 0.120 -1.917  0.20
H: -1.664 -1.694 -0.124  0.83
H: -1.213 0.401 1.391  0.15
H: 0.328 1.979 0.827  0.37
H: 1.603 1.914 -1.316  -0.14
H: 1.112 0.061 -2.915  -0.37
F: 0.586 -6.784 5.834  -0.36
C: 0.545 -5.968 4.791  0.69
C: 0.973 -4.663 4.927  -0.64
C: 0.977 -3.878 3.759  0.57
C: 0.765 -4.407 2.526  -0.74
C: 0.337 -5.744 2.454  -0.50
C: 0.140 -6.534 3.575  -1.16
H: 1.290 -4.301 5.885  0.35
H: 1.225 -2.794 3.887  0.21
H: 0.740 -3.752 1.690  0.66
H: 0.114 -6.194 1.468  0.36
H: -0.151 -7.542 3.635  0.59
F: -1.821 7.795 -3.647  -0.36
C: -1.068 6.940 -2.838  0.33
C: -1.272 5.571 -2.780  -0.69
C: -0.511 4.791 -1.964  1.25
C: 0.496 5.389 -1.193  -0.09
C: 0.690 6.765 -1.181  -0.33
C: -0.183 7.568 -1.919  -1.15
H: -2.075 5.170 -3.468  0.26
H: -0.647 3.636 -2.029  -0.65
H: 1.109 4.700 -0.616  0.61
H: 1.538 7.231 -0.635  0.35
H: -0.077 8.606 -2.022  0.49
F: 3.736 -1.609 -4.901  -0.41
C: 2.597 -1.570 -5.591  0.40
C: 2.588 -1.161 -6.907  -0.94
C: 1.293 -1.231 -7.518  -0.42
C: 0.171 -1.593 -6.849  -0.86
C: 0.219 -1.861 -5.490  0.09
C: 1.465 -1.975 -4.893  -0.13
H: 3.464 -0.968 -7.502  0.56
H: 1.286 -0.970 -8.628  0.27
H: -0.788 -1.622 -7.372  0.38
H: -0.665 -2.075 -4.949  0.46
H: 1.571 -2.177 -3.834  0.61
F: 1.036 3.779 2.965  0.23
C: 0.873 5.096 3.057  0.46
C: 1.617 5.813 3.975  -0.95
C: 1.394 7.183 4.021  -0.67
C: 0.409 7.745 3.186  -0.66
C: -0.386 6.996 2.354  -0.99
C: -0.122 5.610 2.264  0.32
H: 2.431 5.433 4.535  0.57
H: 1.906 7.863 4.667  0.44
H: 0.273 8.834 3.323  0.33
H: -1.201 7.458 1.895  0.59
H: -0.797 4.961 1.726  0.34


No. 2
ORCA calculation (wB97M-V/def2-TZVPD) on an isolated ion of composition C4H8NS and charge +1 in a non-equilibrium geometry.

Summary:
HOMO energy (alpha / beta)   -12.3 / -13.5 eV
E_LUMO (alpha / beta)   -5.524 / -4.895 eV
Total charge   +1

Each line ends with the Mulliken charge.
Element x y z (Å)
C: -0.240 0.240 -1.563  -0.23
C: -0.955 0.984 1.778  -0.43
C: 1.233 0.121 0.511  -0.54
C: -0.969 -0.573 -0.609  -0.35
N: 0.478 -0.566 -0.568  -0.02
S: 0.381 1.644 1.040  0.10
H: -0.120 -0.024 -2.608  0.29
H: -0.162 1.312 -1.378  0.19
H: -1.786 1.630 1.982  0.33
H: -0.950 -0.010 2.188  0.32
H: 1.342 -0.552 1.362  0.36
H: 2.216 0.417 0.138  0.36
H: -1.519 -1.473 -0.799  0.27
H: 1.011 -1.376 -0.887  0.34